No. 1
ORCA calculation (ωB97M-V with the def2-TZVPD basis set) on a 2-piece molecular cluster, C2H2Br2N2O2S overall at a distorted geometry.

ORCA input file:
```
! wB97M-V def2-TZVPD RIJCOSX def2/J DEFGRID3
* xyz 0 1
C -1.35144 1.94723 0.59801
C -2.71893 1.96127 0.62609
N -0.19995 2.11468 0.71884
N 1.74017 -0.07164 -0.07844
O 2.04888 -2.34222 -1.09734
O 0.05004 -0.82135 -1.79675
S 1.03745 -1.32746 -0.83369
Br -0.23652 -2.24206 0.67814
Br -3.65286 0.49302 0.18244
H 1.14597 0.64648 0.22913
H 2.13718 -0.35796 0.77359
*
```

## Properties
HOMO-LUMO gap (spin up / spin down) = 7.258 / 7.257 eV
Strongest force on any atom = 2.89 eV Å⁻¹
E_HOMO (spin up / spin down) = -10.03 / -10.03 eV


No. 2
ORCA calculation (ωB97M-V with the def2-TZVPD basis set) on a 2-piece molecular cluster, C2H2Br2O overall at a distorted geometry.

ORCA input file:
```
! wB97M-V def2-TZVPD RIJCOSX def2/J DEFGRID3
* xyz 0 1
C 0.02506 -0.15705 0.84191
C 0.24734 -0.33428 -0.58377
O -0.61843 -0.99593 1.41030
Br -1.63651 1.81794 -0.71512
Br 1.56865 0.37449 -1.57624
H 0.40970 0.74520 1.34708
H 0.00419 -1.45037 -0.72416
*
```

## Properties
HOMO-LUMO gap (spin up / spin down) = 8.119 / 6.746 eV
Strongest force on any atom = 2.40 eV Å⁻¹
E_HOMO (spin up / spin down) = -10.58 / -9.87 eV


No. 3
ORCA calculation (ωB97M-V with the def2-TZVPD basis set) on a 2-piece molecular cluster, C2H2BrCl2NO overall at a distorted geometry.

ORCA input file:
```
! wB97M-V def2-TZVPD RIJCOSX def2/J DEFGRID3
* xyz 0 1
O -1.77583 1.31692 -0.13977
C -1.29991 0.31414 0.02823
N -0.73771 -0.71727 0.26422
C 0.14661 -1.88055 0.24172
Cl 1.27916 -1.87527 1.69075
Cl 1.12403 -1.95189 -1.22626
H -0.44736 -2.86511 0.22817
Br 0.66454 3.39360 -1.08996
H 1.04647 4.26541 0.00290
*
```

## Properties
HOMO-LUMO gap = 11.303 eV
Strongest force on any atom = 5.95 eV Å⁻¹
SMILES = O=C=NC(Cl)Cl.Br
E_HOMO = -10.81 eV


No. 4
ORCA calculation (ωB97M-V with the def2-TZVPD basis set) on a 2-piece molecular cluster, C2H2BrCl3 overall at a distorted geometry.

ORCA input file:
```
! wB97M-V def2-TZVPD RIJCOSX def2/J DEFGRID3
* xyz 0 1
C -1.11942 0.20612 -0.66559
C 1.10408 -0.41498 0.69034
Cl -1.51492 -1.36169 -1.22230
Cl -2.22606 0.72408 0.65486
Cl 0.88211 -2.08242 0.98966
Br 2.29395 0.15701 -0.57336
H -0.42489 0.95238 -1.02006
H 0.83056 0.27226 1.59521
*
```

## Properties
HOMO-LUMO gap (spin up / spin down) = 8.191 / 8.062 eV
Strongest force on any atom = 3.10 eV Å⁻¹
E_HOMO (spin up / spin down) = -8.39 / -8.43 eV


No. 5
ORCA calculation (ωB97M-V with the def2-TZVPD basis set) on one molecule with the formula C2H2BrClN2S at a distorted geometry.

ORCA input file:
```
! wB97M-V def2-TZVPD RIJCOSX def2/J DEFGRID3
* xyz 0 1
C -0.03789 -0.28989 0.77359
C -0.67375 0.94943 0.17946
N 0.92650 -0.96813 0.37156
N 1.82624 -1.26594 -0.39107
S -2.31264 1.14419 0.99359
Cl -1.00385 0.84628 -1.53032
Br 1.58605 -1.43337 -2.29859
H -0.38320 -0.72671 1.65998
H 0.07255 1.74413 0.24179
*
```

## Properties
HOMO-LUMO gap (spin up / spin down) = 8.225 / 5.597 eV
Strongest force on any atom = 2.49 eV Å⁻¹
E_HOMO (spin up / spin down) = -9.70 / -8.42 eV


No. 6
ORCA calculation (ωB97M-V with the def2-TZVPD basis set) on a 2-piece molecular cluster, C2H2BrClN2S overall at a distorted geometry.

ORCA input file:
```
! wB97M-V def2-TZVPD RIJCOSX def2/J DEFGRID3
* xyz 0 1
C -0.02080 -0.04413 0.13637
N -0.62293 0.28896 -0.93257
S -1.50282 -0.36052 -2.02846
Br -0.18872 2.56804 -1.23812
H -0.04381 -1.07659 0.46149
H 0.52340 0.67488 0.72102
N -1.34333 1.74861 -6.23207
C -2.23467 2.02247 -5.56916
Cl -3.48892 2.39173 -4.62998
*
```

## Properties
HOMO-LUMO gap = 6.839 eV
Strongest force on any atom = 1.55 eV Å⁻¹
SMILES = C=[N+]([S-])Br.N#CCl
E_HOMO = -9.29 eV


Let's list ΔE to the lowest compared entry with this formula, charge and spin in order: 2.541 2.035 0.251 3.366 2.353 0.976 eV.